This record from the OMol25 dataset describes a cluster of 11 separate species, C32H94N8O11 in total in a non-equilibrium geometry. The level of theory is the ωB97M-V functional and the def2-TZVPD basis.

```
! RIJCOSX wB97M-V def2-TZVPD def2/J DEFGRID3
* xyz 0 1
C 4.9489 -17.7384 1.2190
O 5.4222 -16.4958 1.7630
C 5.1270 -15.3059 0.9570
C 5.7075 -14.1601 1.8097
C 5.4196 -12.5999 1.5233
N 7.2024 -14.2539 1.6861
H 5.3937 -17.9300 0.2425
H 3.8622 -17.6845 1.1540
H 5.1476 -18.6047 1.8501
H 5.5445 -15.3695 -0.0479
H 4.0450 -15.1976 1.0314
H 5.5202 -14.4430 2.8455
H 4.3616 -12.3747 1.6577
H 5.4622 -12.4229 0.4486
H 6.0754 -11.8543 1.9727
H 7.4320 -13.9670 0.7453
H 7.2650 -15.2620 1.6908
C -0.7985 -14.6706 -2.1269
O -2.2485 -14.6252 -1.8541
C -2.7164 -14.3599 -0.4445
C -4.2494 -14.5584 -0.2635
C -4.8459 -14.2132 1.1522
N -4.6466 -15.9611 -0.4099
H -0.3824 -15.5687 -1.6705
H -0.3946 -13.7171 -1.7865
H -0.5816 -14.5535 -3.1886
H -2.2725 -14.9874 0.3284
H -2.3154 -13.4055 -0.1034
H -4.6508 -13.9205 -1.0509
H -5.9234 -14.3224 1.0294
H -4.6710 -13.1582 1.3631
H -4.5381 -14.8205 2.0034
H -4.1893 -16.1553 -1.2893
H -5.5883 -15.8516 -0.7583
C -1.5461 -16.0329 -9.9641
O -2.0074 -17.3128 -10.1633
C -1.3218 -18.3787 -9.3680
C -0.0723 -18.6382 -10.1777
C -0.2760 -18.8339 -11.7393
N 0.5972 -19.7846 -9.7253
H -1.5214 -15.7030 -8.9255
H -2.2700 -15.3336 -10.3825
H -0.5929 -15.7936 -10.4356
H -1.0511 -18.1149 -8.3457
H -1.9106 -19.2955 -9.3387
H 0.5995 -17.8270 -9.8972
H -0.5744 -19.8591 -11.9583
H 0.6620 -18.7132 -12.2812
H -1.0721 -18.2045 -12.1371
H 0.0499 -20.6176 -9.8885
H 0.8393 -19.7341 -8.7460
C -4.7844 -5.3302 0.3869
O -4.4714 -6.1252 -0.7195
C -5.6170 -6.5744 -1.3709
C -5.2105 -7.2875 -2.6984
C -4.5542 -6.1529 -3.6693
N -6.4142 -7.7785 -3.2596
H -5.6717 -5.5287 0.9879
H -4.8995 -4.3193 -0.0043
H -3.8323 -5.3513 0.9171
H -6.0667 -7.3044 -0.6979
H -6.2776 -5.7172 -1.5006
H -4.5658 -8.1124 -2.3952
H -3.5749 -5.7501 -3.4111
H -5.2851 -5.3816 -3.9124
H -4.3135 -6.6131 -4.6276
H -6.8651 -6.8979 -3.4629
H -6.1801 -8.2263 -4.1341
C 5.9458 -6.1833 -7.3367
O 5.1999 -7.3913 -7.2667
C 4.4905 -7.8082 -8.4286
C 3.1190 -8.3341 -8.0612
C 2.2873 -8.7851 -9.2716
N 2.5185 -7.2626 -7.3674
H 5.2073 -5.3840 -7.3990
H 6.7294 -6.2101 -8.0939
H 6.4404 -6.0393 -6.3761
H 4.4568 -7.0474 -9.2084
H 5.2138 -8.5129 -8.8390
H 3.2575 -9.1453 -7.3464
H 1.2825 -9.1271 -9.0237
H 2.6843 -9.6786 -9.7534
H 2.2475 -7.9644 -9.9879
H 3.2612 -6.9808 -6.7436
H 1.7613 -7.6756 -6.8419
C -17.2114 -9.7735 6.7273
O -16.1799 -10.7314 6.5238
C -15.2664 -10.2034 5.5099
C -14.0773 -11.1510 5.4513
C -13.1673 -10.6379 4.2594
N -14.5963 -12.5015 5.1487
H -17.8068 -9.4942 5.8581
H -16.6830 -8.9752 7.2485
H -17.8643 -10.0460 7.5564
H -15.6095 -10.0372 4.4887
H -14.8303 -9.2843 5.9013
H -13.5454 -11.1288 6.4024
H -12.0866 -10.7358 4.3630
H -13.4710 -9.6431 3.9336
H -13.4844 -11.1651 3.3596
H -15.4623 -12.6501 5.6467
H -13.9263 -13.0301 5.6889
C -10.0194 -15.3797 -5.9671
O -10.3034 -14.1376 -5.3904
C -11.6828 -13.7856 -5.2371
C -12.4188 -14.5309 -4.0959
C -13.8101 -13.8897 -3.7125
N -11.6281 -14.2116 -2.9638
H -10.3015 -16.1280 -5.2264
H -9.0017 -15.5756 -6.3047
H -10.6799 -15.5852 -6.8094
H -11.7524 -12.7077 -5.0908
H -12.2680 -13.9643 -6.1391
H -12.4120 -15.5973 -4.3212
H -14.3476 -14.3489 -2.8829
H -14.5216 -13.8902 -4.5383
H -13.6915 -12.8555 -3.3895
H -11.9515 -13.2714 -2.7862
H -10.7194 -14.0342 -3.3674
C -11.0345 -16.1510 9.0460
O -12.1745 -16.9961 8.9998
C -12.4269 -17.5319 10.2941
C -13.9672 -18.0465 10.3278
C -14.9334 -16.8727 10.5388
N -14.0451 -18.9224 11.5048
H -10.2392 -16.7174 9.5306
H -11.2589 -15.2003 9.5298
H -10.6242 -15.8893 8.0707
H -11.8663 -18.4341 10.5389
H -12.2052 -16.8145 11.0842
H -14.3073 -18.5502 9.4230
H -14.8410 -16.2300 9.6633
H -14.7001 -16.2767 11.4211
H -15.9446 -17.2794 10.5535
H -14.9664 -19.1684 11.8376
H -13.5978 -19.8067 11.3094
O -2.8991 -19.1888 6.3806
H -3.6103 -19.2749 5.7457
H -2.1143 -19.0655 5.8467
O -6.2744 -19.5272 3.3159
H -7.0221 -20.0903 3.1155
H -6.0692 -19.0963 2.4862
O -9.6779 -21.3488 0.0540
H -9.8461 -20.4100 -0.0275
H -10.5441 -21.7384 0.1731
*
```

Electronic energy (a.u.): -2540.8990
Maximum force (eV/Å): 3.34
Kohn-Sham gap (eV): 9.37
HOMO level (eV): -8.9298
Structure (SMILES): COC[C@H](C)N.COC[C@H](C)N.COC[C@H](C)N.COC[C@H](C)N.COC[C@H](C)N.COC[C@H](C)N.COC[C@H](C)N.COC[C@H](C)N.O.O.O
Energy above the lowest of the compared OMol25 structures with the same formula, charge and spin (kJ/mol): 527.23